Formula: H41O20
Source: OMol25
Level of theory: ωB97M-V with the def2-TZVPD basis set

CARTESIAN COORDINATES (ANGSTROEM)
1 O -1.67148 -2.24082 2.75866
2 H -0.45651 -3.63388 -0.11757
3 O -2.53122 3.49256 -3.16877
4 H -2.76772 4.08215 -2.52124
5 H -3.57370 -0.73477 0.21891
6 O 0.32632 -5.01730 0.17410
7 H -0.61556 -5.18901 0.36795
8 H 0.45378 -5.60688 -0.58541
9 O -2.88831 2.05275 3.26315
10 H -2.81210 2.40054 2.44513
11 H 2.54702 0.88914 4.82420
12 O -0.47160 2.54670 -1.62931
13 H 0.71846 1.39111 1.54210
14 H -3.30791 2.79139 3.71738
15 O 0.14698 0.66071 1.32003
16 H 0.99505 3.94605 -0.39667
17 H 0.06532 2.71863 -2.33604
18 O -3.88379 0.07757 -2.65919
19 H -1.76642 -2.39926 0.28488
20 H 2.19776 4.87881 -0.07245
21 O 4.31426 -0.57450 -1.68249
22 H 4.17169 -0.78713 -2.56134
23 H 5.21497 -0.49925 -1.46252
24 O -2.39554 2.01346 0.21875
25 H -1.47286 2.17269 0.26926
26 H -1.39750 2.58643 -1.96713
27 O 1.01654 -1.64839 -4.78232
28 H 1.68284 -2.45788 -5.05193
29 H 0.29344 -2.26985 -4.45505
30 O 3.74803 2.19476 -0.06727
31 H 4.29148 2.35970 -0.85202
32 H -3.03869 0.37078 -2.98085
33 O 2.03676 2.44232 2.27861
34 H 2.05650 2.51737 3.24270
35 H 2.97642 2.23181 1.84325
36 O 1.80984 -3.72284 -1.91508
37 H 2.24218 -3.23412 -2.63698
38 H 2.62347 -3.96194 -1.59008
39 O -1.04468 0.20737 4.34381
40 H -1.97666 4.18053 -3.76300
41 H -1.99422 -0.25859 4.31315
42 O -1.12071 -3.10695 0.44103
43 H 3.00475 2.71921 -0.59401
44 H -2.20685 -3.06447 3.04849
45 O 3.14585 0.48916 4.25229
46 H 0.75941 -0.82446 0.78170
47 H 2.82828 0.56228 3.44507
48 O 1.12768 -1.77036 0.67315
49 H 1.85350 -1.56579 0.01709
50 H -1.30901 1.07822 4.30211
51 O 1.66820 4.50943 -0.80285
52 H -1.14113 -1.99209 3.63754
53 H -4.16188 -0.42250 -3.47926
54 O -2.73150 -1.21638 -0.03598
55 H -0.40091 -2.63521 0.99407
56 H -2.45080 -0.83989 -0.88314
57 O -0.85896 -1.59948 -1.93052
58 H -0.50782 -0.91875 -1.25085
59 H -0.27149 -1.86080 -2.62704
60 H -0.51181 0.48022 1.85090
61 H -2.57742 1.00970 -0.01109

Highest occupied orbital energy ... -13.52 eV
Lowest unoccupied orbital energy ... -2.60 eV
Kohn-Sham gap ... 10.93 eV
2S+1 ... 1
Energy relative to the best compared isomer or geometry (same formula, charge and spin) ... 123.3 kcal per mole
Largest force on an atom ... 7.32 eV/Å
Total charge ... +1

---

Formula: C7H17GeNOsSbSe5
Source: OMol25
Level of theory: ωB97M-V with the def2-TZVPD basis set

CARTESIAN COORDINATES (ANGSTROEM)
1 Os -0.05463 -0.06151 0.17084
2 Se -3.91253 -3.41999 0.73591
3 Sb -1.56313 -3.44729 0.20326
4 Se -0.98509 -1.37061 -1.44158
5 Se -0.33774 -1.57366 1.79491
6 Se 0.00873 -5.21745 -0.24717
7 C 0.88463 5.02615 2.96257
8 Ge 2.13887 3.72528 3.77578
9 C 2.34835 4.00828 5.71925
10 C 3.89618 3.78802 2.85468
11 C 1.28855 1.89871 3.39483
12 Se 1.33990 1.57058 1.49006
13 C 2.88912 0.38976 1.40408
14 H 1.27956 6.03276 3.06546
15 H -0.08260 4.99453 3.45731
16 H 0.73519 4.83035 1.90233
17 H 2.76358 5.00078 5.86823
18 H 3.02958 3.28922 6.16258
19 H 1.39906 3.95815 6.24239
20 H 4.31824 4.78102 2.98209
21 H 3.80842 3.60129 1.78606
22 H 4.59850 3.07611 3.28040
23 H 0.24327 1.92312 3.70832
24 H 1.79472 1.07096 3.88961
25 H 3.76631 0.94723 1.73114
26 H 3.02387 0.05328 0.36832
27 H 2.71143 -0.46516 2.06421
28 C 0.48199 2.92178 -3.23874
29 C 0.36735 2.07091 -2.11589
30 N 0.26669 1.35052 -1.22115
31 H 1.29533 3.63591 -3.10542
32 H -0.45394 3.46416 -3.38123
33 H 0.67949 2.30762 -4.11909

Highest occupied orbital energy (spin up / spin down) ... -10.79 / -10.80 eV
Lowest unoccupied orbital energy (spin up / spin down) ... -6.21 / -6.27 eV
Kohn-Sham gap (spin up / spin down) ... 4.58 / 4.53 eV
2S+1 ... 1
Largest force on an atom ... 2.37 eV/Å
Total charge ... +1

---

Formula: C44H84FN8O7S
Source: OMol25
Level of theory: ωB97M-V with the def2-TZVPD basis set

CARTESIAN COORDINATES (ANGSTROEM)
1 O -6.57999 0.74005 3.66124
2 C -7.47035 0.01461 3.42911
3 F -7.81470 -1.04808 4.17970
4 N -8.35129 0.10979 2.33238
5 C -7.74961 0.24641 1.06699
6 O -7.64330 1.21737 0.41581
7 N -7.15808 -1.02839 0.49606
8 C -5.74663 -1.27761 1.01514
9 C -5.04797 -2.42279 0.29622
10 C -5.24074 -2.46110 -1.23095
11 C -4.26877 -1.52927 -1.96538
12 S -4.95826 -1.15632 -3.60876
13 C -4.32626 0.44040 -3.88118
14 N -4.98415 1.47323 -4.26196
15 N -4.05343 2.49435 -4.42876
16 C -2.91687 1.99138 -4.12143
17 O -2.99422 0.68369 -3.76116
18 H -9.12179 -0.54901 2.37656
19 H -7.15108 -0.90259 -0.52059
20 H -7.73544 -1.83877 0.72918
21 H -5.85319 -1.52069 2.07207
22 H -5.21150 -0.33132 0.95193
23 H -3.98368 -2.26828 0.47325
24 H -5.28502 -3.38765 0.74492
25 H -6.26173 -2.23364 -1.54908
26 H -5.06252 -3.48930 -1.55002
27 H -3.27767 -1.96990 -2.04385
28 H -4.17654 -0.57775 -1.43624
29 H -1.94675 2.47386 -4.12487
30 C 0.21320 -2.92639 4.36223
31 C -0.60807 -3.48556 3.18043
32 C -0.11461 -4.88052 2.77970
33 C 1.21826 -4.87857 2.03891
34 C 1.13668 -3.96588 0.82011
35 C 0.70645 -2.54062 1.17003
36 N -0.55817 -2.57035 1.99486
37 O -1.59680 -2.64567 1.24326
38 C 1.85732 -1.81424 1.88190
39 C 0.38549 -1.77047 -0.09920
40 C -2.04951 -3.59851 3.65839
41 H -0.43841 -2.42703 5.07948
42 H 0.72568 -3.73032 4.89161
43 H 0.95507 -2.19095 4.07632
44 H -0.86916 -5.35177 2.14034
45 H -0.04734 -5.48639 3.68491
46 H 2.02854 -4.57432 2.70621
47 H 1.45287 -5.89404 1.71703
48 H 2.09756 -3.91416 0.30464
49 H 0.41974 -4.39340 0.11154
50 H 1.52372 -0.86047 2.29312
51 H 2.64258 -1.60905 1.15466
52 H 2.31335 -2.39673 2.67778
53 H -0.33650 -2.30763 -0.70884
54 H 1.28845 -1.64721 -0.69779
55 H -0.02372 -0.78199 0.11492
56 H -2.46996 -2.61315 3.86581
57 H -2.05302 -4.17582 4.58348
58 H -2.68586 -4.10508 2.93403
59 C 1.87731 -6.26945 10.55963
60 C 1.20039 -5.44615 9.43905
61 C -0.23872 -5.06900 9.80724
62 C -1.22678 -6.22804 9.72452
63 C -1.17107 -6.87017 8.34068
64 C 0.23580 -7.32454 7.95121
65 N 1.20168 -6.18534 8.13261
66 O 1.18042 -5.38406 7.12987
67 C 0.62219 -8.56307 8.77562
68 C 0.26993 -7.74588 6.48795
69 C 2.01376 -4.16821 9.28237
70 H 2.90774 -5.94274 10.69579
71 H 1.35935 -6.13693 11.50977
72 H 1.92674 -7.33130 10.35532
73 H -0.57516 -4.27632 9.13091
74 H -0.23230 -4.64006 10.81062
75 H -1.02089 -6.96510 10.50524
76 H -2.23603 -5.85778 9.91270
77 H -1.83639 -7.73504 8.29014
78 H -1.53175 -6.14785 7.60057
79 H 1.67803 -8.80322 8.64667
80 H 0.03989 -9.41427 8.42364
81 H 0.41497 -8.46215 9.83751
82 H -0.10182 -6.96317 5.83065
83 H -0.36045 -8.62626 6.36269
84 H 1.28392 -8.00057 6.17825
85 H 3.01804 -4.38707 8.91997
86 H 2.09539 -3.69742 10.26303
87 H 1.54846 -3.46265 8.59835
88 C 0.79590 3.18097 -0.29884
89 C 0.96429 2.99807 -1.82587
90 C 2.39063 3.32818 -2.27801
91 C 2.69931 4.82201 -2.30235
92 C 1.66832 5.55969 -3.15524
93 C 0.23024 5.31341 -2.70023
94 N -0.01637 3.83453 -2.59097
95 O -0.31554 3.30636 -3.72441
96 C -0.01933 6.04751 -1.37204
97 C -0.75442 5.88908 -3.70907
98 C 0.67984 1.53786 -2.13230
99 H 0.19617 2.36881 0.11497
100 H 1.76243 3.16922 0.20524
101 H 0.28968 4.09691 -0.02191
102 H 2.53664 2.93057 -3.28767
103 H 3.08889 2.79623 -1.62874
104 H 2.73140 5.22549 -1.28605
105 H 3.69290 4.97758 -2.72507
106 H 1.85773 6.63431 -3.13731
107 H 1.78123 5.24329 -4.19662
108 H -0.97399 5.75164 -0.93397
109 H -0.05994 7.11777 -1.56924
110 H 0.76532 5.89726 -0.63462
111 H -0.57749 5.51096 -4.71248
112 H -0.63864 6.97207 -3.72823
113 H -1.78290 5.65558 -3.42995
114 H -0.36318 1.28860 -1.92934
115 H 1.30634 0.90950 -1.49750
116 H 0.89906 1.28746 -3.16811
117 C 3.05091 7.18461 -9.97368
118 C 3.68669 7.28491 -8.56735
119 C 5.21710 7.32252 -8.64202
120 C 5.85736 5.97793 -8.97247
121 C 5.38854 4.91370 -7.98331
122 C 3.86601 4.79107 -7.91939
123 N 3.25964 6.14792 -7.68650
124 O 3.28991 6.46671 -6.44323
125 C 3.34929 4.12673 -9.20574
126 C 3.45473 3.88621 -6.76407
127 C 3.19633 8.59092 -7.95663
128 H 2.17591 7.83095 -10.03754
129 H 3.75416 7.50155 -10.74419
130 H 2.70598 6.19075 -10.22938
131 H 5.60479 7.66379 -7.67704
132 H 5.50422 8.07637 -9.37708
133 H 5.62727 5.68470 -10.00052
134 H 6.94313 6.07095 -8.91693
135 H 5.80058 3.93635 -8.24459
136 H 5.77001 5.16328 -6.98824
137 H 2.26169 4.18431 -9.26435
138 H 3.62897 3.07347 -9.19275
139 H 3.77042 4.54929 -10.11410
140 H 3.87694 4.21786 -5.81809
141 H 3.81549 2.87721 -6.96523
142 H 2.36889 3.85105 -6.66181
143 H 2.11927 8.56344 -7.79087
144 H 3.41770 9.39633 -8.65842
145 H 3.68353 8.81346 -7.01069

Highest occupied orbital energy (spin up / spin down) ... -9.26 / -10.38 eV
Expectation value of S² ... 6.0165
Lowest unoccupied orbital energy (spin up / spin down) ... -3.96 / -3.96 eV
Kohn-Sham gap (spin up / spin down) ... 5.30 / 6.42 eV
2S+1 ... 5
Largest force on an atom ... 1.28 eV/Å
Total charge ... +1

---

> What is the formula in the second record?

C7H17GeNOsSbSe5

---

> Which of these has the lowest largest force on an atom?

C44H84FN8O7S